Below is a molecular structure, C23H52LaP4S, with properties calculated with the ωB97M-V functional and the def2-TZVPD basis.

The geometry in XYZ format:
```
81
C23H52LaP4S | the OMol25 dataset | the ωB97M-V functional and the def2-TZVPD basis
La 0.52 -0.17 -0.04
S -1.37 -1.41 -1.78
P -0.81 1.01 2.27
P 2.23 -1.82 -1.74
P 3.01 -0.30 1.62
P 0.20 -2.83 1.54
C -3.27 1.48 -3.77
C -2.28 1.01 1.13
C -2.99 0.36 -3.00
C 3.19 -3.35 -1.52
C 3.50 -0.62 -2.33
C 1.47 -3.71 2.53
C -3.44 1.91 1.58
C -1.45 1.28 3.95
C 2.84 -0.02 3.42
C -2.26 2.38 -4.09
C -0.52 -4.20 0.55
C -4.91 2.75 -6.60
C -0.46 3.87 2.26
C 4.37 -1.51 1.55
C 1.35 -2.18 -3.31
C 3.83 1.26 1.08
C 0.19 2.53 1.89
C -0.64 1.05 -2.88
C -0.95 2.19 -3.62
C -1.65 0.09 -2.59
C -5.72 1.70 -6.38
C -1.13 -2.53 2.78
C -0.34 1.25 5.00
H 2.25 -0.83 3.86
H -5.58 0.75 -6.90
H -5.08 3.72 -6.11
H 1.94 -3.02 3.24
H -2.17 0.46 4.16
H -4.29 1.62 -4.14
H -1.49 -3.88 0.14
H 4.75 1.43 1.66
H -1.88 -1.85 2.35
H -2.01 1.27 0.09
H -6.59 1.78 -5.71
H 2.23 -4.12 1.86
H 2.33 0.93 3.61
H -3.78 1.64 2.59
H 0.37 2.07 4.87
H 2.50 -4.21 -1.56
H 4.00 -2.50 1.82
H 3.83 0.00 3.90
H 1.14 2.44 2.45
H 0.40 0.89 -2.53
H -2.64 -0.03 1.11
H 0.55 -2.90 -3.12
H -3.18 2.97 1.56
H 1.01 -4.54 3.09
H 3.14 2.10 1.22
H 3.05 0.38 -2.40
H 4.33 -0.57 -1.62
H 2.05 -2.58 -4.05
H 1.50 1.42 -0.70
H -1.34 4.08 1.64
H -2.49 3.24 -4.72
H 0.20 0.29 4.96
H 3.69 -3.35 -0.55
H -1.61 -3.48 3.05
H -3.75 -0.36 -2.70
H 0.47 2.56 0.82
H -0.74 3.91 3.32
H 4.79 -1.55 0.54
H 0.87 -1.27 -3.70
H -0.70 -2.06 3.67
H 5.16 -1.22 2.26
H -0.17 2.93 -3.84
H -0.66 -5.09 1.18
H 3.85 -0.93 -3.32
H 3.93 -3.44 -2.32
H 0.26 4.69 2.08
H -0.77 1.34 6.01
H -4.06 2.68 -7.29
H 4.06 1.19 0.02
H -4.30 1.76 0.90
H -2.03 2.21 4.03
H 0.16 -4.44 -0.27
```

Summary:
**Maximum force**: 1.93 eV/A
**Highest occupied orbital energy (alpha / beta)**: -15.6480 / -15.6550 eV
**Frontier orbital gap (alpha / beta)**: 4.1 / 2.8 eV
**DFT total energy**: -2701.7016 hartree
**Net charge**: +3

Löwdin population analysis, charges in e, atoms 1 to 5: La 1.054; S 0.697; P 0.827; P 0.664; P 0.695